Computed, not measured: a molecular structure, C33H44F5IIrN7O5SiTe in a non-equilibrium geometry, with the ωB97M-V functional and the def2-TZVPD basis.

Structure (XYZ):
```
98
Properties=species:S:1:pos:R:3:forces:R:3:mulliken_spin:R:1
Ir 0.08140 -0.06800 0.24600 3.538 1.268 -0.673 0.56
C -2.14400 -3.14970 -0.10010 0.132 -0.030 0.059 0.01
C -2.50830 -1.94770 -0.89640 -1.351 -0.532 -0.242 0.00
C -3.72500 -1.87620 -1.58440 0.562 -0.154 0.423 0.02
C -4.01820 -0.74180 -2.32660 0.290 0.230 0.000 -0.01
C -3.12530 0.30790 -2.36880 0.021 -0.197 0.149 0.02
C -1.92110 0.19030 -1.64280 -0.718 -0.173 -0.515 0.02
N -1.65990 -0.93980 -0.95700 0.874 0.943 -0.213 0.12
N -0.95720 1.10780 -1.51220 1.016 -1.014 0.863 0.11
Si -1.03830 2.65930 -2.32640 -0.218 1.133 -0.216 0.01
C 0.54050 3.72030 -2.25710 -0.460 -0.573 0.192 0.00
C -2.40950 3.73640 -1.53860 0.648 -0.534 -0.455 0.00
C -1.35420 2.36520 -4.19670 0.062 -0.044 0.758 0.01
H -3.01820 -3.60440 0.36160 -0.017 -0.026 -0.012 0.00
H -1.42330 -2.87300 0.66740 -0.274 -0.049 -0.099 0.00
H -1.67740 -3.89460 -0.74970 -0.039 -0.019 0.024 0.00
H -4.42220 -2.69470 -1.51800 -0.013 -0.149 -0.033 0.00
H -4.95380 -0.67530 -2.85940 -0.113 0.029 -0.076 0.00
H -3.34760 1.20720 -2.91430 -0.070 0.127 -0.066 0.00
H 0.73690 4.10620 -1.26650 0.022 0.139 0.169 0.00
H 0.39590 4.57540 -2.91090 -0.152 0.097 -0.195 0.00
H 1.42240 3.19740 -2.60580 0.258 -0.118 -0.153 0.00
H -2.17400 3.95650 -0.50280 0.092 0.015 0.153 0.00
H -3.38070 3.25650 -1.56650 -0.232 -0.140 -0.009 0.00
H -2.48710 4.67670 -2.07330 -0.026 0.238 -0.159 0.00
H -1.35250 1.30980 -4.44780 -0.015 -0.221 -0.037 0.00
H -0.58620 2.84510 -4.79450 0.216 0.127 -0.025 0.00
H -2.30530 2.78310 -4.51200 -0.216 0.055 -0.005 0.00
C 4.74400 3.33010 -5.10210 -0.043 0.164 -0.352 0.00
O 4.52130 2.80050 -3.80640 0.096 -0.204 0.345 0.00
C 5.15540 1.67140 -3.38090 -0.230 -0.151 0.343 0.00
C 6.21770 1.02150 -3.99260 -0.066 0.191 -0.175 0.00
C 6.77780 -0.10550 -3.41310 -0.099 -0.045 0.077 0.00
C 6.28590 -0.60630 -2.22270 0.011 -0.079 0.013 0.00
C 5.24650 0.04680 -1.58460 0.005 0.210 -0.147 0.00
C 4.67940 1.17340 -2.15300 0.409 -0.154 -0.190 0.00
N 3.72190 1.95130 -1.46750 -0.260 0.306 0.081 0.00
C 2.61080 1.58690 -0.77500 0.324 0.325 0.237 -0.02
N 2.24380 2.48830 0.16170 0.408 0.178 0.000 0.00
C 1.00380 2.74000 0.77080 -0.427 0.131 0.049 -0.07
C -0.04160 1.83760 0.87320 -0.273 -0.329 0.318 0.11
C -1.22580 2.22340 1.48160 -0.092 0.461 0.341 -0.02
C -1.37380 3.50270 1.97850 0.003 -0.282 -0.090 0.00
C -0.35050 4.42770 1.85360 0.220 0.140 0.094 0.00
C 0.84140 4.05990 1.25750 -0.146 -0.164 -0.127 -0.01
O 1.89360 4.90010 1.02890 -0.064 -0.569 -0.060 0.00
C 1.76460 6.25780 1.40800 0.065 0.363 0.071 0.00
N 1.98920 0.44060 -0.92160 -2.410 -0.338 1.636 0.02
C 2.10260 -0.31000 -2.08450 -0.147 -0.899 -0.853 0.00
C 2.13380 0.27110 -3.35900 -0.220 -0.098 0.422 0.00
C 2.17890 -0.49890 -4.50040 0.056 -0.102 -0.084 0.00
C 2.20100 -1.88320 -4.42830 0.015 0.184 0.139 0.00
C 2.14050 -2.49050 -3.18910 -0.044 -0.014 0.336 0.00
C 2.09120 -1.70950 -2.04530 0.076 0.198 -1.023 -0.01
O 2.00860 -2.45060 -0.83730 0.694 1.491 -0.920 0.02
C 3.15980 -2.37540 0.01350 1.130 -0.577 0.854 0.00
H 4.79020 4.41390 -4.99870 0.000 -0.078 -0.034 0.00
H 3.89900 3.06870 -5.74680 0.129 -0.019 0.050 0.00
H 5.66630 2.98110 -5.56140 -0.021 0.030 0.084 0.00
H 6.63930 1.38460 -4.91500 -0.025 0.064 -0.101 0.00
H 7.61810 -0.58350 -3.89090 0.050 -0.055 -0.091 0.00
H 6.73220 -1.47760 -1.77390 0.065 -0.131 0.071 0.00
H 4.89650 -0.28780 -0.62290 -0.050 -0.035 0.163 0.00
H 3.89210 2.94480 -1.55150 -0.209 -0.021 0.049 0.00
H 2.85840 3.29070 0.25690 0.032 -0.212 -0.029 0.00
H -2.03830 1.52320 1.56810 -0.131 -0.112 -0.040 0.01
H -2.29810 3.78830 2.45210 -0.142 0.086 0.072 0.00
H -0.50060 5.42660 2.22270 0.066 0.181 0.054 0.00
H 1.73270 6.36040 2.49620 -0.039 -0.014 -0.078 0.00
H 0.87630 6.71210 0.96160 0.032 -0.062 0.025 0.00
H 2.65060 6.75840 1.02070 -0.074 -0.030 0.084 0.00
H 2.09630 1.34480 -3.44080 0.023 0.142 0.007 0.00
H 2.18500 -0.01190 -5.46180 0.034 0.084 -0.142 0.00
H 2.25530 -2.47570 -5.32490 -0.036 -0.135 -0.108 0.00
H 2.12540 -3.56360 -3.08350 -0.009 -0.176 0.128 0.00
H 3.03060 -3.13650 0.78640 0.068 0.220 -0.195 0.00
H 3.26370 -1.38790 0.45820 -0.249 0.051 -0.181 0.00
H 4.02120 -2.62640 -0.60260 -0.139 -0.014 -0.093 0.00
N -3.33980 -0.96160 3.06910 0.962 -0.475 -0.003 -0.07
C -2.00700 -1.12990 2.83580 -1.833 1.797 -2.297 -0.05
O -1.56710 -0.76220 1.71150 0.148 0.039 0.403 -0.09
C -1.22970 -1.65820 3.88060 1.406 0.621 1.996 -0.33
I -0.53040 0.91560 5.14850 -0.387 -1.276 -0.591 0.62
H -3.94100 -0.65500 2.32460 0.039 0.060 -0.154 0.00
H -3.76600 -1.33690 3.89780 -0.035 -0.004 0.078 0.01
H -0.21840 -1.96020 3.69670 0.384 -0.298 -0.184 -0.08
H -1.70870 -2.02700 4.76790 -0.104 -0.161 0.184 0.00
N 1.40710 -0.21230 2.15730 -1.164 -0.202 -1.097 0.00
H 0.83240 0.14930 2.91710 0.065 0.219 -0.066 0.02
H 2.31100 0.24320 2.21130 -0.027 0.151 -0.285 0.00
H 1.52510 -1.21280 2.32780 0.138 -0.683 -0.080 0.00
F 1.41330 -3.05710 2.40660 -0.264 0.832 -0.249 0.00
Te 0.64460 -4.48240 1.03030 1.172 -4.626 1.530 0.00
F 2.20620 -5.25670 1.78010 -0.525 0.323 -0.208 0.00
F 0.13820 -6.32930 0.58610 -0.063 1.179 0.074 0.00
F -0.23180 -5.03360 2.72400 0.042 0.640 -0.675 0.00
F 1.86220 -4.86980 -0.61370 -0.645 0.649 0.532 0.00
O 0.84130 -2.16710 -0.12460 -1.490 0.685 0.454 0.06
```
Positions in Å, forces in eV/Å.

Properties
2S+1: 2
Frontier orbital gap (alpha / beta) in eV: 5.47 / 4.84
DFT total energy in eV: -95291.4864
Net charge: +1
Molar mass in g/mol: 1188.556
Max |F| in hartree/bohr: 0.097
LUMO (alpha / beta) in eV: -5.05 / -5.57

=====

Computed, not measured: a gas-phase ion, C9H19FNO2S (charge +1) in a non-equilibrium geometry, with the ωB97M-V functional and the def2-TZVPD basis.

Structure (XYZ):
```
33
Properties=species:S:1:pos:R:3:forces:R:3:nbo_charge:R:1
C -1.01823 -0.11383 -0.22197 -1.973 0.013 0.396 -0.36
C -0.13286 2.19773 0.98025 1.390 0.365 0.776 -0.60
C 0.24656 -0.95455 -0.03872 0.069 0.760 -0.338 0.10
C 1.38609 -0.00786 -0.12941 3.696 2.051 0.662 0.97
C 0.45066 -1.78364 -1.33139 2.786 -0.092 -2.726 -0.62
C -3.52165 -0.43199 -0.93217 0.252 -1.848 -1.702 -0.61
C 0.52750 -1.38104 2.29229 0.455 0.347 4.936 -0.25
C 3.84732 0.22203 -0.02492 0.882 1.989 -0.153 -0.28
C -2.28250 -0.97975 -0.15991 -0.783 -1.322 0.081 -0.43
N -0.35900 3.20253 -0.19308 -0.632 -2.759 -2.322 -0.72
O 0.38264 -1.80451 1.02935 -0.954 -2.163 -2.763 -0.51
O 2.56085 -0.21837 0.50229 -2.755 0.747 -1.628 -0.46
F 1.41272 0.78690 -1.22008 0.529 -1.088 1.081 -0.32
S -1.41603 1.10102 1.12800 -0.331 -0.608 -1.161 0.30
H -0.92824 0.32161 -1.25640 -0.249 -0.043 1.098 0.22
H -0.01810 2.69952 1.97599 0.256 0.043 -1.295 0.23
H -0.16167 -2.68581 -1.47269 -0.019 0.580 0.538 0.27
H 1.54211 -2.11839 -1.36004 -1.320 -0.152 0.530 0.23
H 0.50806 -1.20434 -2.34889 -0.954 -0.608 2.108 0.24
H -4.09497 0.24112 -0.36910 -0.592 1.047 1.013 0.22
H -4.24451 -1.29027 -1.18064 1.190 1.174 0.258 0.23
H -3.28141 0.09964 -1.89838 0.019 -0.729 0.874 0.20
H 0.91191 -2.25081 3.01451 -0.930 1.600 -1.940 0.21
H -0.39901 -0.94655 2.78158 0.918 -0.591 -0.722 0.19
H 1.31059 -0.63123 2.30743 0.051 0.343 0.586 0.17
H 4.60708 -0.31005 0.52619 -0.193 -0.709 -0.083 0.24
H 4.20354 1.30797 0.10869 -1.635 -1.172 0.252 0.22
H 3.86364 0.07127 -1.09008 0.125 -0.493 -0.290 0.21
H -2.02107 -2.01670 -0.49243 -0.379 0.851 0.017 0.22
H -2.59683 -1.13040 0.91684 0.456 0.212 -1.020 0.23
H -0.62306 2.55658 -1.02032 0.096 0.918 1.697 0.42
H 0.46402 3.58769 -0.62593 0.764 0.792 0.661 0.43
H -1.12615 3.86447 -0.19687 -0.234 0.542 0.582 0.42
```
Positions in Å, forces in eV/Å.

Properties
Frontier orbital gap (alpha / beta) in eV: 6.66 / 6.66
DFT total energy in eV: -28767.0891
Net charge: +1
Molar mass in g/mol: 224.321
Max |F| in hartree/bohr: 0.097
LUMO (alpha / beta) in eV: -4.29 / -4.29

=====

Computed, not measured: 6 unconnected molecules or ions with the total composition H13NO5 in a non-equilibrium geometry, with the ωB97M-V functional and the def2-TZVPD basis.

Structure (XYZ):
```
19
Properties=species:S:1:pos:R:3:forces:R:3:nbo_charge:R:1
N -1.07029 2.63695 -0.56498 3.771 -1.287 -0.479 -1.06
H -1.49960 2.56260 0.28727 -1.833 0.174 2.248 0.35
H -1.64356 2.71375 -1.33127 -2.018 0.330 -1.691 0.35
H -0.56932 1.73852 -0.66081 0.020 0.890 -0.087 0.37
O -1.59752 -0.71726 2.16501 1.577 -1.542 -3.598 -0.98
H -1.87234 -0.53697 1.21205 0.497 -0.509 1.565 0.50
H -2.13081 -0.19595 2.68254 -1.911 1.911 1.954 0.46
O 2.13613 -1.57025 -1.29313 -0.793 5.413 -1.813 -0.94
H 1.39585 -1.47456 -0.70493 -0.690 1.214 0.701 0.48
H 2.24352 -2.41465 -1.10422 1.790 -6.546 0.797 0.45
O 1.91312 1.74161 -0.51144 1.034 -0.199 -0.468 -0.95
H 2.44391 2.07245 -1.27929 -0.651 -0.592 1.090 0.48
H 2.43529 1.01095 -0.11615 -0.365 0.638 -0.669 0.47
O 1.28397 -1.52023 1.17794 0.054 -1.657 -2.351 -0.96
H 0.52251 -1.49980 1.69831 -1.998 0.370 1.632 0.50
H 1.95254 -1.01098 1.55363 1.491 1.311 1.160 0.48
O -2.01849 -1.16433 -0.67424 2.904 -0.588 0.277 -0.95
H -1.22370 -1.34247 -1.25150 -1.166 0.302 1.055 0.49
H -2.70121 -1.02938 -1.28478 -1.715 0.365 -1.321 0.48
```
Positions in Å, forces in eV/Å.

Properties
Frontier orbital gap in eV: 9.97
DFT total energy in eV: -11937.8644
Structure (SMILES): N.O.O.O.O.O
Molar mass in g/mol: 107.106
Max |F| in hartree/bohr: 0.133
LUMO in eV: 0.39

=====

Q: Among the records above, which one has the highest max |F|?
A: H13NO5

=====

Q: Which of these has the highest molar mass?
A: C33H44F5IIrN7O5SiTe